ORCA calculation (the ωB97M-V functional and the def2-TZVPD basis) on 9 unconnected molecules or ions with the total composition C26H73N6O14.

Each line ends with the Löwdin charge.
Geometry (Å):
N  0.59  -0.10  0.24  -0.5155
O  -0.43  0.46  -0.24  -0.0525
O  1.27  -0.84  -0.50  -0.0202
O  0.94  0.10  1.42  -0.0421
C  3.21  -3.77  0.09  -0.2450
C  3.69  -4.88  -0.80  -0.2449
O  2.69  -5.90  -0.89  -0.0606
O  2.90  -4.23  1.41  -0.0551
H  2.31  -3.29  -0.30  0.1067
H  3.91  -2.93  0.15  0.0994
H  4.67  -5.26  -0.50  0.1148
H  3.84  -4.49  -1.81  0.0985
H  2.98  -6.49  -1.60  0.0732
H  3.57  -3.92  2.02  0.0785
C  -3.59  -1.32  -0.39  -0.2311
C  -2.68  -2.31  -1.13  -0.2557
O  -2.87  -2.24  -2.53  -0.1060
O  -3.15  0.04  -0.53  -0.0921
H  -3.61  -1.60  0.67  0.0893
H  -4.62  -1.41  -0.72  0.1150
H  -2.98  -3.32  -0.82  0.1085
H  -1.60  -2.27  -0.93  0.1036
H  -2.24  -1.60  -2.91  0.0246
H  -2.18  0.04  -0.52  0.0187
C  4.55  0.67  1.04  -0.2265
C  4.15  1.71  2.09  -0.2296
O  2.82  2.24  1.89  -0.0871
O  3.97  -0.59  1.40  -0.1004
H  5.63  0.55  1.01  0.1114
H  4.16  0.95  0.06  0.1104
H  4.84  2.56  2.13  0.1090
H  4.11  1.28  3.10  0.1188
H  2.27  1.47  2.08  0.0367
H  3.00  -0.52  1.40  0.0473
C  -1.03  0.28  -5.57  -0.0537
C  -0.60  0.66  -4.18  -0.4326
C  -1.35  1.85  -3.58  -0.1877
O  -1.42  2.94  -4.48  -0.1852
C  -0.36  3.86  -4.35  -0.1126
N  -0.77  -0.45  -3.25  0.0487
H  -0.79  -0.73  -5.93  0.0757
H  -0.73  0.99  -6.34  0.0756
H  -2.13  0.30  -5.59  0.0886
H  0.48  0.88  -4.19  0.1208
H  -0.93  2.16  -2.62  0.1214
H  -2.38  1.53  -3.36  0.1364
H  -0.51  4.47  -3.45  0.0702
H  -0.42  4.55  -5.19  0.0843
H  0.63  3.41  -4.41  0.0896
H  -0.28  -1.28  -3.56  0.0933
H  -0.39  -0.22  -2.33  0.0483
C  3.94  -1.64  -4.52  -0.0540
C  3.82  -1.47  -3.01  -0.4483
C  5.15  -1.58  -2.31  -0.1882
O  5.64  -2.93  -2.35  -0.2238
C  6.82  -3.09  -1.62  -0.1226
N  3.30  -0.14  -2.70  0.0584
H  4.58  -0.81  -4.82  0.0810
H  2.98  -1.56  -5.04  0.0696
H  4.38  -2.59  -4.80  0.0747
H  3.11  -2.23  -2.65  0.1341
H  5.05  -1.37  -1.24  0.1077
H  5.94  -0.93  -2.69  0.1288
H  6.57  -2.88  -0.57  0.0883
H  7.58  -2.39  -1.98  0.0858
H  7.18  -4.12  -1.67  0.0856
H  2.95  -0.25  -1.75  0.0378
H  2.44  -0.06  -3.24  0.0522
C  -2.37  0.02  3.33  -0.0580
C  -2.17  1.45  2.86  -0.4406
C  -3.12  2.40  3.57  -0.2074
O  -4.42  1.88  3.82  -0.1844
C  -5.18  2.74  4.63  -0.1304
N  -0.78  1.85  3.10  0.0562
H  -2.33  -0.06  4.41  0.0710
H  -1.68  -0.66  2.81  0.0713
H  -3.31  -0.38  2.94  0.0766
H  -2.45  1.37  1.80  0.1162
H  -3.24  3.36  3.04  0.1095
H  -2.67  2.75  4.51  0.1196
H  -4.64  2.98  5.55  0.0826
H  -6.09  2.22  4.93  0.0817
H  -5.43  3.66  4.10  0.0841
H  -0.23  1.18  2.56  0.0276
H  -0.74  2.74  2.59  0.0249
C  -0.89  -3.52  1.71  -0.0576
C  -1.45  -4.64  2.60  -0.4114
C  -2.37  -4.16  3.72  -0.2361
O  -1.67  -3.41  4.67  -0.1733
C  -2.44  -2.70  5.61  -0.1139
N  -2.15  -5.57  1.69  0.0324
H  -0.39  -3.90  0.82  0.0769
H  -0.12  -2.90  2.17  0.0793
H  -1.67  -2.85  1.34  0.0493
H  -0.59  -5.13  3.06  0.1408
H  -2.78  -5.05  4.23  0.1210
H  -3.22  -3.62  3.28  0.1269
H  -3.02  -1.92  5.11  0.0624
H  -1.77  -2.17  6.29  0.0908
H  -3.17  -3.32  6.14  0.0834
H  -2.26  -6.45  2.21  0.0641
H  -3.13  -5.27  1.67  0.0646
C  -2.72  4.03  -0.09  -0.0360
C  -1.38  4.78  0.09  -0.4173
C  -1.60  6.24  0.53  -0.2042
O  -2.65  6.88  -0.15  -0.1919
C  -2.27  7.43  -1.40  -0.1100
N  -0.59  4.08  1.12  0.0416
H  -2.67  2.95  -0.24  0.0696
H  -3.21  4.49  -0.95  0.0747
H  -3.38  4.29  0.74  0.0759
H  -0.85  4.70  -0.87  0.1149
H  -0.63  6.74  0.42  0.1219
H  -1.90  6.23  1.58  0.1255
H  -1.59  8.29  -1.31  0.0831
H  -3.18  7.80  -1.86  0.0872
H  -1.75  6.70  -2.01  0.0759
H  -0.66  3.10  0.87  0.0546
H  0.38  4.35  0.96  0.0862

Total charge: -1
HOMO: -6.32 eV
Energy relative to the best compared isomer or geometry (same formula, charge and spin): 0.00 kJ/mol
Gap between HOMO and LUMO: 8.78 eV

ORCA calculation (the ωB97M-V functional and the def2-TZVPD basis) on 9 unconnected molecules or ions with the total composition C26H74N4O9.

Each line ends with the Löwdin charge.
Geometry (Å):
C  8.74  4.06  -1.94  -0.1158
O  7.90  3.51  -0.93  -0.2193
C  6.47  3.78  -1.03  -0.1458
C  5.53  3.01  0.00  -0.3886
C  5.60  1.53  -0.08  -0.0941
N  4.13  3.29  -0.38  0.0371
H  8.63  3.46  -2.84  0.0806
H  9.80  3.91  -1.74  0.0847
H  8.45  5.10  -2.05  0.0838
H  6.43  4.86  -0.94  0.1109
H  6.15  3.58  -2.06  0.1155
H  5.74  3.24  1.04  0.1326
H  6.57  1.17  0.26  0.0833
H  5.49  1.04  -1.05  0.0818
H  4.80  1.06  0.49  0.0702
H  4.05  4.23  -0.73  0.0677
H  3.84  2.80  -1.22  0.0504
C  0.57  -8.47  -1.86  -0.1261
O  -0.43  -7.82  -1.10  -0.1951
C  0.00  -6.71  -0.19  -0.1396
C  -1.10  -5.73  0.24  -0.4028
C  -0.73  -4.44  1.05  -0.0336
N  -2.11  -6.45  1.01  0.0228
H  0.97  -7.83  -2.64  0.0774
H  0.15  -9.32  -2.40  0.0857
H  1.43  -8.81  -1.28  0.0838
H  0.39  -7.16  0.73  0.1207
H  0.86  -6.16  -0.56  0.1142
H  -1.71  -5.32  -0.57  0.1241
H  -0.04  -3.78  0.52  0.0581
H  -0.22  -4.71  1.98  0.0751
H  -1.58  -3.79  1.24  0.0659
H  -2.36  -7.14  0.32  0.0799
H  -1.83  -6.84  1.90  0.0899
C  -2.20  -0.62  0.33  -0.1047
O  -1.85  -0.65  -1.04  -0.1994
C  -0.94  0.37  -1.49  -0.1494
C  0.49  0.29  -0.79  -0.3888
C  1.62  1.25  -1.02  -0.0748
N  1.03  -1.03  -1.12  0.0450
H  -2.39  0.40  0.67  0.0793
H  -1.48  -1.15  0.96  0.0810
H  -3.17  -1.10  0.46  0.0789
H  -0.97  0.19  -2.57  0.1240
H  -1.37  1.35  -1.34  0.0957
H  0.26  0.42  0.27  0.1175
H  2.08  1.37  -2.00  0.0827
H  2.36  1.21  -0.22  0.0664
H  1.16  2.23  -0.87  0.0544
H  0.39  -1.79  -1.28  0.0555
H  1.58  -0.99  -1.97  0.0250
C  3.49  2.98  3.54  -0.1005
O  2.18  3.53  3.54  -0.2201
C  1.73  4.27  2.36  -0.1545
C  0.19  4.54  2.55  -0.3458
C  -0.78  3.26  2.52  -0.0366
N  -0.32  5.60  1.65  0.0404
H  3.50  2.17  2.81  0.0768
H  3.80  2.47  4.45  0.0808
H  4.11  3.87  3.40  0.0854
H  2.38  5.09  2.06  0.1142
H  1.83  3.62  1.49  0.0863
H  0.06  4.89  3.58  0.1215
H  -0.61  2.62  3.39  0.0657
H  -0.54  2.64  1.65  0.0522
H  -1.85  3.43  2.56  0.0495
H  -0.60  5.16  0.78  -0.0063
H  -1.19  5.98  1.98  0.0384
C  -5.92  -3.40  -0.82  -0.0654
C  -4.88  -4.51  -0.74  -0.3298
O  -4.47  -4.56  0.57  -0.1079
H  -6.77  -3.64  -0.18  0.0831
H  -6.30  -3.14  -1.81  0.0759
H  -5.55  -2.43  -0.49  0.0685
H  -3.92  -4.37  -1.22  0.1049
H  -5.19  -5.47  -1.14  0.1124
H  -3.84  -5.26  0.72  0.0491
C  -0.51  4.64  -1.38  -0.0972
C  -0.06  4.81  -2.86  -0.2966
O  -1.14  4.51  -3.75  -0.0711
H  -0.92  3.63  -1.26  0.0606
H  -1.18  5.43  -1.02  0.0734
H  0.39  4.83  -0.80  0.0623
H  0.78  4.14  -3.05  0.1027
H  0.37  5.80  -2.90  0.1052
H  -1.88  5.11  -3.61  0.0813
C  3.63  -2.38  -2.67  -0.0805
C  2.27  -3.02  -2.95  -0.3205
O  2.48  -4.17  -3.83  -0.0965
H  4.29  -3.22  -2.46  0.0756
H  3.68  -1.73  -1.79  0.0670
H  3.95  -2.00  -3.63  0.0787
H  1.58  -2.36  -3.47  0.1041
H  1.87  -3.41  -2.01  0.0942
H  1.60  -4.48  -4.05  0.0693
C  -5.43  -4.06  3.78  -0.0727
C  -6.09  -2.73  3.19  -0.2677
O  -5.42  -2.36  1.98  -0.1265
H  -5.68  -4.86  3.09  0.0580
H  -5.71  -4.19  4.83  0.0593
H  -4.34  -4.00  3.81  0.0635
H  -5.86  -1.90  3.86  0.1009
H  -7.14  -2.89  2.97  0.1008
H  -5.36  -3.18  1.49  -0.0016
C  -4.31  3.82  0.26  -0.0917
C  -4.50  4.73  1.45  -0.2919
O  -3.23  5.38  1.60  -0.1147
H  -3.58  3.03  0.39  0.0589
H  -3.92  4.41  -0.57  0.0706
H  -5.22  3.31  -0.06  0.0768
H  -4.65  4.09  2.32  0.1143
H  -5.32  5.39  1.22  0.1110
H  -3.19  5.60  2.53  0.0791

SMILES string: COC[C@H](C)N.COC[C@H](C)N.COC[C@H](C)N.COC[C@H](C)N.CCO.CCO.CCO.CCO.CCO
HOMO: -8.87 eV
Energy relative to the best compared isomer or geometry (same formula, charge and spin): 459.07 kJ/mol
Gap between HOMO and LUMO: 9.41 eV

Question: Which of these has the highest energy relative to the best compared isomer or geometry (same formula, charge and spin)?
Answer: C26H74N4O9